Density functional theory data (the ωB97M-V functional and the def2-TZVPD basis) for a cluster of 2 separate species, C25H43ClN6O9PS2 in total at a distorted geometry.

Geometry as XYZ:
```
87
Properties=species:S:1:pos:R:3:mulliken_charge:R:1
N -0.519 2.862 -0.929 0.53
H -2.552 3.319 -3.066 0.37
C -0.133 -0.702 7.736 -0.47
S -1.651 4.506 0.881 -0.15
H -4.746 0.822 -2.454 0.39
C -0.112 3.725 0.205 0.74
C 2.781 -3.100 -3.244 -0.41
C -0.631 1.505 -0.617 -1.98
N 0.435 0.842 -0.093 1.29
C 2.765 1.664 0.673 -1.47
H 3.180 -3.716 -4.053 0.39
C 0.757 4.851 -0.319 -0.47
C 1.306 -0.970 -3.360 -0.63
O 3.725 -3.138 -2.178 -0.42
H 3.798 2.213 -2.016 0.33
H 3.018 -4.904 -1.341 0.34
N -6.389 -2.638 -2.852 -0.40
H 3.173 0.776 0.189 0.28
H 3.610 3.948 -1.871 0.40
H -1.018 -0.327 8.242 0.31
H -1.799 -5.009 -1.490 0.48
O -3.851 0.523 -2.233 -0.45
H 1.933 6.527 0.063 0.31
O 0.910 -1.372 2.479 -0.50
H 0.427 -1.536 4.582 0.10
O 0.224 -2.565 6.346 -0.34
H -1.413 -2.915 0.050 0.50
H -1.458 -1.188 -2.413 0.53
H 0.644 -1.735 -2.951 -0.14
C -1.451 -2.897 -1.041 -0.03
H -2.662 -3.901 -2.519 0.50
Cl -0.559 2.573 2.673 -0.16
C 3.215 2.992 -1.527 -1.24
H 1.773 -1.358 5.722 0.21
H 2.756 -1.654 -4.827 0.40
H 4.442 2.810 0.164 0.57
H 1.859 -0.675 -0.401 0.88
O -3.827 2.696 -0.890 -0.68
O -0.572 -3.017 8.388 -0.55
C 0.594 2.907 1.338 -0.74
H -1.815 5.278 -0.205 0.19
H 2.448 -3.400 -0.552 0.13
H 3.490 -1.116 -3.338 0.38
C -2.054 -0.483 -0.428 -1.81
C 0.685 -1.413 5.631 -0.09
H 3.084 3.823 0.483 0.38
H -0.438 -3.047 -1.423 -0.19
C 3.294 -3.884 -1.060 -0.58
C 1.475 0.197 -2.360 0.63
O -5.523 -2.232 -0.866 -0.22
P -3.050 1.780 -1.703 0.62
H 0.541 0.709 6.172 0.33
H -3.064 -0.474 -0.021 0.45
H -1.001 -0.089 5.862 0.26
H 0.308 -1.005 -1.046 -1.07
H -3.031 -1.709 -1.862 0.68
C -0.214 -2.212 7.586 0.47
S -3.815 -4.267 -0.467 -0.17
N -1.776 0.912 -0.862 1.18
H 0.832 -0.598 -4.268 0.67
H -1.373 -0.728 0.381 0.64
C -2.330 -4.061 -1.493 -1.17
N -5.486 -3.651 -2.554 -0.31
C 2.634 -1.657 -3.744 -1.13
H 2.184 2.938 -1.873 0.20
H 1.162 4.727 -1.319 0.46
C -0.007 -0.224 6.291 -0.41
N 0.354 -0.437 2.084 0.53
C 3.367 2.895 -0.012 -0.52
H 2.539 0.413 -2.325 0.00
O 1.246 0.701 2.106 -0.39
H 1.354 3.529 1.794 0.75
C 1.247 1.535 0.914 0.85
H 4.125 -3.932 -0.360 0.27
H -6.992 -0.973 -1.695 0.51
H 0.077 2.985 -1.743 0.38
H 0.471 6.324 1.181 0.34
C -4.995 -3.381 -1.390 0.60
O -2.337 2.380 -2.978 -0.50
H 0.945 1.080 -2.720 0.02
C -6.382 -1.848 -1.834 -0.06
H 1.824 -3.514 -2.913 0.28
H 3.169 1.651 1.685 0.53
C -2.006 -1.548 -1.541 -0.56
H 0.752 -0.466 8.329 0.25
C 1.063 5.952 0.355 -1.11
C 1.041 -0.209 -0.944 -0.33
```

Output
- Lowest unoccupied orbital energy: -3.968 eV
- Total charge: +1
- HOMO-LUMO gap: 0.28482 Eh
- Multiplicity: 1



Density functional theory data (the ωB97M-V functional and the def2-TZVPD basis) for a cluster of 3 separate species, C25H43N3O8S2 in total at a distorted geometry.

Geometry as XYZ:
```
81
Properties=species:S:1:pos:R:3:mulliken_charge:R:1
H 3.487 -2.930 -9.415 0.39
C -0.646 1.794 1.638 -0.09
H -0.557 -3.270 -6.534 0.30
C -5.706 4.353 5.294 -0.37
O -1.294 0.199 -3.579 -0.62
H -5.708 3.155 2.245 0.29
H -7.192 3.651 3.056 0.27
H 1.174 -3.310 -10.151 0.34
H 2.800 -4.299 -8.520 0.28
C 4.879 -0.523 1.272 0.12
H 1.061 -0.793 -7.332 0.25
H 1.025 0.607 1.098 -0.76
H -6.794 1.899 4.829 0.36
O 0.296 -3.299 -8.350 -0.44
H -1.187 -1.279 1.592 0.20
H -7.727 3.702 5.768 0.26
C 1.347 -2.845 -9.180 -0.30
H -0.688 -0.941 -7.454 0.31
C 0.709 -1.950 -0.341 -1.83
C 6.961 0.237 0.359 -0.58
C -0.536 -1.047 -0.334 1.18
C -5.978 2.239 4.181 -0.36
S -1.538 3.566 -2.138 -0.37
C 5.575 0.185 0.300 -0.43
H 2.983 -0.364 2.255 0.15
C 5.569 -1.178 2.287 -0.44
S -0.413 -0.567 -2.777 1.22
H 5.034 0.704 -0.479 0.43
C -1.639 2.214 -1.373 0.44
C 2.733 -3.223 -8.684 -1.03
H 0.906 1.613 3.862 0.39
H -4.907 4.899 5.795 0.31
H 1.042 0.076 2.921 0.05
H 1.191 -3.166 -6.485 0.28
C 7.655 -0.402 1.376 -0.46
C 0.332 1.267 0.584 0.16
H -1.747 1.280 4.686 0.35
H -1.126 2.767 4.020 0.33
H -2.051 -2.151 0.455 0.40
O -1.192 2.853 1.470 -0.59
C 1.526 -2.066 0.965 1.82
H 0.905 2.102 0.192 0.60
H -2.665 2.032 3.409 0.34
O -1.162 -1.381 -1.625 -0.57
C 0.394 0.714 3.507 -0.96
H 1.275 -1.762 -9.333 0.28
H 0.754 -4.133 1.060 0.40
H -7.213 5.167 6.599 0.39
H 7.495 0.812 -0.386 0.38
H 1.116 -1.430 1.749 -0.71
H 5.008 -1.719 3.038 0.37
H 1.413 -1.702 -1.132 0.35
N -0.876 1.033 2.813 0.24
C 0.189 -1.299 -6.912 -0.56
H 1.371 -3.474 2.616 0.33
H -5.367 1.363 3.962 0.35
C -6.878 4.191 6.247 -1.03
O 0.490 -1.396 -3.488 -0.58
H 2.466 -3.969 1.368 0.42
N -1.643 1.146 -0.804 -0.62
H 0.317 -2.936 -0.575 0.60
C -1.658 1.851 3.762 -1.07
H 0.132 0.139 4.394 0.48
H 0.101 -1.002 -5.869 0.00
H -6.590 3.586 7.108 0.29
C -0.344 0.464 -0.532 1.31
C 6.954 -1.119 2.335 -0.53
H 8.732 -0.338 1.430 0.39
H 2.975 -2.730 -7.741 0.27
O -5.127 3.128 4.883 -0.37
C 1.499 -3.501 1.536 -1.74
C 3.377 -0.562 1.252 0.56
N -1.545 -1.298 0.646 -0.44
H 3.038 0.276 0.627 -0.02
H 7.468 -1.616 3.147 0.37
C -6.523 2.806 2.882 -1.08
H -5.996 4.951 4.423 0.32
C 0.303 -2.809 -7.019 -0.31
H -7.086 2.042 2.345 0.40
O 0.349 0.490 -1.796 -0.60
O 2.897 -1.772 0.699 -0.44
```

Output
- Lowest unoccupied orbital energy: 0.328 eV
- SMILES: C[C@H](C[C@]1(N)OS(=O)(=O)O[C@@]1(CC(=O)N(C)C)N=C=S)OCc1ccccc1.CCOCC.CCOCC
- Total charge: 0
- HOMO-LUMO gap: 0.35234 Eh
- Multiplicity: 1



Density functional theory data (the ωB97M-V functional and the def2-TZVPD basis) for a structure of composition C25H43NP2Re at a distorted geometry.

Geometry as XYZ:
```
72
Properties=species:S:1:pos:R:3:lowdin_spin:R:1
H -2.407 -2.358 0.640 0.00
H 2.134 3.117 -3.488 0.00
H -3.539 -1.559 -0.451 0.00
H 1.780 1.513 2.307 0.00
H -1.430 2.850 -3.236 0.00
C 0.789 0.129 4.535 0.00
H 2.130 3.210 1.967 0.00
H 0.025 -3.134 -1.777 0.01
H -2.997 1.265 -0.782 0.01
C 3.135 1.716 -0.511 0.00
C 1.704 2.065 -0.599 0.03
C -0.393 2.620 -1.397 -0.03
C -1.736 -0.447 -0.294 0.07
H 3.348 1.092 0.370 0.00
C -1.719 -0.610 -3.462 0.09
H -1.416 4.204 0.888 0.00
H -2.964 1.110 -3.178 0.00
C 3.239 -3.656 0.410 0.00
P 2.082 -2.351 0.825 0.00
C 1.345 2.442 1.923 0.01
H -2.525 2.856 0.530 0.00
H 3.900 -3.822 1.284 0.00
H 3.791 -3.241 -0.459 0.00
H -1.450 2.787 1.944 0.00
C -2.764 0.161 -2.652 0.04
C -2.332 0.571 -1.270 0.06
H -1.250 4.378 -2.319 0.00
H 0.646 2.257 -3.902 0.00
C 1.479 2.284 -3.197 0.02
H 2.639 -0.795 -0.909 0.00
H 0.577 -0.592 5.328 0.00
H 3.480 1.170 -1.397 0.00
H -2.478 0.460 2.674 0.00
H 0.564 2.745 2.625 0.00
N 3.497 -0.415 2.550 0.00
C -1.527 3.109 0.900 0.00
H 1.116 -3.850 2.301 0.00
C -0.445 2.540 0.072 0.00
H 2.618 -4.533 0.134 0.00
H -2.884 -2.862 -2.188 0.02
H 0.880 -1.144 -0.684 0.02
H -2.394 -0.833 3.903 0.00
P -0.180 -0.332 3.038 0.00
C -0.460 -1.147 -2.702 0.11
H -2.168 -1.472 -3.964 0.01
H 0.294 -1.408 -3.451 0.03
C -1.891 0.072 3.526 0.00
C 0.864 2.300 0.524 0.05
H 2.052 1.361 -3.313 0.00
C -0.134 -2.184 2.872 0.00
H -2.424 3.154 -1.780 0.00
H -1.928 0.853 4.307 0.00
H -1.627 -0.099 0.743 0.01
H -1.297 0.064 -4.219 0.01
H 0.472 1.138 4.819 0.00
H 3.751 2.624 -0.404 0.00
C 2.924 -1.193 1.872 0.00
C 1.882 -1.575 -0.814 0.04
C -2.058 -2.784 -1.430 0.05
C -2.479 -1.806 -0.305 0.03
C -0.740 -2.351 -1.922 0.36
C 0.968 2.337 -1.798 0.02
H 2.014 -2.177 -1.740 0.00
H 1.859 0.147 4.291 0.00
H -3.727 -0.368 -2.682 0.01
H -1.982 -3.846 -1.062 0.00
H -1.196 -2.483 2.788 0.00
C 0.657 -2.991 1.764 0.00
H -0.039 -3.429 1.023 0.00
H 0.242 -2.532 3.849 0.00
C -1.433 3.293 -2.232 0.00
Re -0.468 0.384 -1.558 1.88
```

Output
- Lowest unoccupied orbital energy (spin up / spin down): -7.217 / -6.904 eV
- Total charge: +2
- ΔE to the lowest compared entry with this formula, charge and spin: 125.6 kcal per mole
- HOMO-LUMO gap (spin up / spin down): 0.20417 / 0.24520 Eh
- Multiplicity: 4